# 1
DFT (wB97M-V/def2-TZVPD) results for a structure of composition C38H51BN9O2RbSSb2.

## Properties
HOMO level = -0.0700 Ha
Charge = -2
Relative energy (zero: lowest compared OMol25 entry of this formula, charge and spin) = 0.0 kcal per mole
Frontier orbital gap = 5.762 eV

Geometry (Å):
Rb (-0.377, -0.194, -0.219)
C (3.590, 0.076, 0.851)
C (2.833, 0.077, 2.143)
C (3.344, -0.074, 3.449)
C (2.235, -0.084, 4.267)
C (2.165, -0.282, 5.747)
N (1.148, 0.071, 3.479)
N (1.512, 0.179, 2.176)
B (-0.331, -0.020, 3.915)
N (-0.960, -1.377, 3.536)
N (-0.862, -1.890, 2.289)
C (-1.543, -3.019, 2.282)
C (-1.641, -3.834, 1.028)
C (-2.119, -3.249, 3.550)
C (-1.718, -2.176, 4.320)
C (-2.038, -1.872, 5.749)
N (-1.182, 1.152, 3.355)
N (-1.854, 1.069, 2.184)
C (-2.560, 2.182, 2.070)
C (-3.451, 2.392, 0.887)
C (-2.335, 3.022, 3.182)
C (-1.448, 2.321, 3.977)
C (-0.830, 2.709, 5.281)
H (4.543, -0.442, 0.973)
H (3.806, 1.087, 0.498)
H (3.034, -0.450, 0.073)
H (4.375, -0.195, 3.745)
H (3.176, -0.336, 6.152)
H (1.644, -1.208, 6.000)
H (1.636, 0.533, 6.245)
H (-0.353, 0.069, 5.120)
H (-2.210, -3.306, 0.261)
H (-2.137, -4.786, 1.219)
H (-0.654, -4.041, 0.612)
H (-2.736, -4.080, 3.860)
H (-2.677, -2.659, 6.152)
H (-2.564, -0.920, 5.847)
H (-1.138, -1.810, 6.364)
H (-3.331, 1.566, 0.186)
H (-3.225, 3.324, 0.365)
H (-4.501, 2.427, 1.189)
H (-2.745, 4.001, 3.377)
H (-1.142, 3.719, 5.549)
H (0.261, 2.690, 5.220)
H (-1.121, 2.030, 6.084)
C (2.792, 3.831, 0.620)
Sb (1.299, 2.834, -0.579)
C (-0.335, 4.000, 0.172)
C (1.575, 4.179, -2.268)
C (2.869, 3.997, -2.999)
C (3.930, 4.866, -2.731)
C (5.148, 4.769, -3.385)
C (5.315, 3.783, -4.349)
C (4.276, 2.909, -4.620)
C (3.047, 2.970, -3.950)
C (2.014, 1.937, -4.228)
Sb (2.192, 0.025, -3.036)
C (4.329, 0.222, -2.810)
C (2.186, -1.153, -4.835)
H (3.780, 3.684, 0.177)
H (2.787, 3.400, 1.623)
H (2.583, 4.902, 0.681)
H (-0.054, 5.056, 0.181)
H (-0.609, 3.681, 1.177)
H (-1.180, 3.846, -0.501)
H (1.509, 5.192, -1.864)
H (0.719, 4.026, -2.926)
H (3.780, 5.643, -1.987)
H (5.951, 5.457, -3.149)
H (6.253, 3.690, -4.884)
H (4.412, 2.129, -5.362)
H (2.074, 1.615, -5.271)
H (0.995, 2.277, -4.032)
H (4.851, 0.205, -3.769)
H (4.672, -0.609, -2.195)
H (4.551, 1.168, -2.311)
H (2.977, -0.821, -5.513)
H (1.217, -1.043, -5.325)
H (2.342, -2.191, -4.550)
S (2.878, -3.013, -1.673)
C (1.301, -3.619, -2.054)
C (1.022, -5.007, -1.959)
C (-0.219, -5.494, -2.300)
C (-1.204, -4.611, -2.740)
C (-0.863, -3.272, -2.806)
N (0.336, -2.776, -2.492)
H (1.808, -5.662, -1.610)
H (-0.427, -6.556, -2.215)
H (-2.201, -4.938, -3.005)
H (-1.599, -2.534, -3.115)
O (-2.619, -0.513, -1.538)
N (-3.267, 0.370, -2.131)
N (-2.545, 1.406, -2.454)
O (-1.264, 1.482, -2.212)
C (-3.212, 2.503, -3.053)
C (-4.600, 2.547, -3.194)
C (-5.191, 3.656, -3.776)
C (-4.420, 4.729, -4.218)
C (-3.043, 4.675, -4.068)
C (-2.436, 3.569, -3.489)
H (-5.195, 1.716, -2.841)
H (-6.269, 3.686, -3.880)
H (-4.892, 5.595, -4.666)
H (-2.427, 5.501, -4.403)
H (-1.368, 3.494, -3.354)

Löwdin population analysis, charges in e, atoms 1 to 2:
1 Rb 0.55
2 C -0.05



# 2
DFT (wB97M-V/def2-TZVPD) results for a cluster of 2 separate species, C3H4N3 in total.

## Properties
HOMO level = -0.6007 Ha
Charge = +1
Relative energy (zero: lowest compared OMol25 entry of this formula, charge and spin) = 49.0 kcal per mole
Frontier orbital gap = 9.517 eV

Geometry (Å):
C (-1.828, -0.767, -0.312)
C (0.418, 0.513, 1.629)
C (0.442, -0.136, -0.437)
N (-0.825, -0.117, -0.521)
N (-2.901, -1.162, -0.440)
N (-0.497, 0.547, 2.293)
H (1.486, 0.582, 1.278)
H (1.011, 0.670, -0.992)
H (1.096, -0.909, 0.043)
H (-3.626, -1.828, -0.845)

natural (NBO) population analysis, charges in e, atoms 1 to 2:
1 C 0.75
2 C -0.04



# 3
DFT (wB97M-V/def2-TZVPD) results for the molecule C4H7NO2.

## Properties
Structure (SMILES) = CC(=O)NCC=O
HOMO level = -0.3560 Ha
Charge = 0
Relative energy (zero: lowest compared OMol25 entry of this formula, charge and spin) = 19.0 kcal per mole
Frontier orbital gap = 10.426 eV

Geometry (Å):
C (-0.740, -1.194, 0.912)
C (0.646, -0.585, 1.037)
O (1.556, -1.207, 1.538)
N (0.819, 0.720, 0.596)
C (-0.021, 1.248, -0.446)
C (-0.024, 0.398, -1.711)
O (0.700, -0.553, -1.871)
H (-0.860, -1.874, 1.758)
H (-0.798, -1.780, -0.013)
H (-1.545, -0.454, 0.902)
H (1.795, 0.990, 0.573)
H (-1.051, 1.335, -0.081)
H (0.293, 2.264, -0.716)
H (-0.770, 0.692, -2.478)

natural (NBO) population analysis, charges in e, atoms 1 to 2:
1 C -0.73
2 C 0.70



# 4
DFT (wB97M-V/def2-TZVPD) results for a structure of composition C41H75GaINO12P.

## Properties
HOMO level = -0.1432 Ha
Charge = -1
Frontier orbital gap = 5.879 eV

Geometry (Å):
C (8.592, 0.702, 1.580)
C (8.149, -0.178, 2.612)
C (8.511, -1.739, 2.496)
O (8.469, -2.454, 3.534)
O (8.887, -2.229, 1.218)
C (7.822, -3.090, 0.671)
C (6.512, -2.262, 0.268)
C (6.582, -1.559, -1.175)
C (5.943, -0.090, -1.245)
C (4.333, -0.096, -1.523)
C (3.645, -0.604, -0.163)
Ga (1.609, -0.336, -0.049)
C (1.199, 0.008, 1.984)
C (1.988, 1.390, 2.327)
C (1.916, 1.799, 3.880)
I (3.733, 1.056, 4.851)
C (0.882, 1.314, -1.043)
C (-0.466, 1.317, -1.862)
C (-0.868, 2.655, -2.492)
N (-0.242, 3.922, -2.467)
C (0.993, 3.977, -1.773)
C (1.549, 2.732, -1.071)
P (0.620, -2.371, -0.687)
C (1.207, -3.614, 0.664)
C (2.505, -4.452, 0.221)
C (-1.267, -2.353, -0.500)
C (-1.739, -2.315, 1.041)
H (8.519, 1.844, 1.665)
H (9.038, 0.236, 0.630)
H (7.513, 0.219, 3.482)
H (7.594, -3.949, 1.409)
H (8.280, -3.602, -0.249)
H (5.654, -3.035, 0.221)
H (6.209, -1.497, 1.057)
H (7.659, -1.591, -1.588)
H (5.965, -2.226, -1.891)
H (6.508, 0.538, -2.013)
H (6.121, 0.407, -0.215)
H (4.044, 0.974, -1.784)
H (4.172, -0.855, -2.358)
H (3.839, -1.742, -0.102)
H (4.214, -0.126, 0.707)
H (0.085, 0.247, 2.036)
H (1.534, -0.859, 2.646)
H (3.083, 1.330, 1.971)
H (1.513, 2.255, 1.726)
H (1.920, 2.953, 3.915)
H (0.954, 1.395, 4.338)
H (-1.117, 0.389, -1.959)
H (-1.878, 2.625, -3.069)
H (1.575, 4.957, -1.687)
H (2.537, 2.853, -0.496)
H (0.369, -4.347, 0.931)
H (1.440, -3.039, 1.635)
H (3.443, -4.010, 0.733)
H (2.441, -5.534, 0.622)
H (2.626, -4.444, -0.917)
H (-1.802, -1.520, -1.064)
H (-1.648, -3.347, -0.948)
H (-1.709, -3.367, 1.479)
H (-2.783, -1.855, 1.162)
H (-1.030, -1.681, 1.676)
O (-3.204, -4.300, 2.551)
C (-3.904, -3.925, 3.462)
O (-3.408, -3.083, 4.388)
C (-4.202, -2.402, 5.370)
C (-4.368, -3.250, 6.612)
C (-5.298, -4.458, 3.640)
H (-5.157, -2.076, 4.951)
H (-3.654, -1.493, 5.629)
H (-4.907, -4.176, 6.398)
H (-4.915, -2.702, 7.382)
H (-3.392, -3.534, 7.009)
H (-5.265, -5.356, 4.261)
H (-5.693, -4.721, 2.657)
H (-5.990, -3.733, 4.063)
O (0.577, 7.995, -8.372)
C (0.435, 7.794, -7.188)
O (-0.430, 6.857, -6.760)
C (-0.502, 6.383, -5.404)
C (-1.429, 7.248, -4.575)
C (1.139, 8.643, -6.167)
H (0.492, 6.294, -4.963)
H (-0.908, 5.371, -5.455)
H (-1.063, 8.274, -4.502)
H (-1.530, 6.843, -3.566)
H (-2.420, 7.296, -5.035)
H (0.516, 9.505, -5.921)
H (2.077, 8.996, -6.602)
H (1.408, 8.103, -5.262)
O (-6.290, -3.398, 0.394)
C (-6.149, -2.714, -0.594)
O (-5.347, -1.635, -0.561)
C (-4.934, -0.900, -1.726)
C (-5.939, 0.180, -2.070)
C (-6.936, -2.988, -1.845)
H (-4.734, -1.569, -2.565)
H (-3.980, -0.434, -1.469)
H (-6.912, -0.244, -2.327)
H (-5.588, 0.778, -2.914)
H (-6.097, 0.841, -1.213)
H (-7.879, -2.439, -1.807)
H (-7.151, -4.058, -1.888)
H (-6.397, -2.749, -2.759)
O (-2.103, -1.613, 7.990)
C (-0.941, -1.932, 7.875)
O (-0.469, -2.328, 6.680)
C (0.925, -2.503, 6.378)
C (1.387, -3.902, 6.731)
C (-0.029, -1.991, 9.068)
H (1.532, -1.729, 6.852)
H (1.023, -2.354, 5.300)
H (1.299, -4.094, 7.803)
H (2.429, -4.047, 6.438)
H (0.770, -4.647, 6.223)
H (-0.080, -2.986, 9.514)
H (-0.372, -1.256, 9.800)
H (1.003, -1.734, 8.840)
O (-3.865, 1.786, -4.265)
C (-3.748, 2.323, -5.343)
O (-4.769, 3.037, -5.856)
C (-4.654, 3.894, -7.002)
C (-4.889, 3.122, -8.285)
C (-2.513, 2.127, -6.175)
H (-3.701, 4.427, -7.003)
H (-5.432, 4.653, -6.893)
H (-4.134, 2.347, -8.430)
H (-4.865, 3.793, -9.146)
H (-5.859, 2.620, -8.256)
H (-2.643, 1.252, -6.816)
H (-1.670, 1.953, -5.503)
H (-2.250, 2.996, -6.775)

Löwdin population analysis, charges in e, atoms 1 to 2:
1 C 0.02
2 C -0.05



# 5
DFT (wB97M-V/def2-TZVPD) results for a cluster of 2 separate species, C9H14 in total.

## Properties
Structure (SMILES) = Cc1ccccc1.CC
HOMO level = -0.3346 Ha
Charge = 0
Relative energy (zero: lowest compared OMol25 entry of this formula, charge and spin) = 9.0 kcal per mole
Frontier orbital gap = 10.145 eV

Geometry (Å):
C (-0.321, -1.239, -1.777)
C (-0.778, 0.021, -1.065)
C (-0.246, 1.237, -1.450)
C (-0.595, 2.435, -0.833)
C (-1.488, 2.436, 0.240)
C (-2.151, 1.247, 0.541)
C (-1.826, 0.086, -0.157)
H (-0.714, -2.155, -1.337)
H (0.760, -1.203, -1.707)
H (-0.737, -1.213, -2.782)
H (0.520, 1.379, -2.206)
H (-0.123, 3.370, -1.090)
H (-1.727, 3.377, 0.719)
H (-2.932, 1.251, 1.289)
H (-2.205, -0.856, 0.237)
C (1.524, -1.679, 2.003)
C (2.133, -0.845, 0.873)
H (0.559, -2.053, 1.678)
H (2.126, -2.542, 2.282)
H (1.351, -1.061, 2.884)
H (1.679, 0.131, 0.720)
H (1.983, -1.378, -0.065)
H (3.210, -0.745, 1.003)

natural (NBO) population analysis, charges in e, atoms 1 to 2:
1 C -0.63
2 C 0.00



# 6
DFT (wB97M-V/def2-TZVPD) results for a cluster of 3 separate species, C5H16N2O in total.

## Properties
HOMO level = -0.2893 Ha
Charge = 0
Relative energy (zero: lowest compared OMol25 entry of this formula, charge and spin) = 229.9 kcal per mole
Frontier orbital gap = 3.262 eV

Geometry (Å):
C (-0.901, 0.981, 2.497)
C (-1.078, 0.253, 1.084)
C (0.367, 0.338, 0.352)
C (0.470, 0.603, -1.159)
C (1.189, -0.530, -1.883)
N (2.723, -0.418, -1.706)
N (-1.642, -1.123, 1.103)
H (-0.060, 0.511, 2.919)
H (-0.704, 2.018, 2.326)
H (-1.795, 0.881, 3.145)
H (-1.674, 0.903, 0.440)
H (0.884, 1.107, 0.949)
H (1.060, -0.579, 0.530)
H (0.841, 1.549, -1.407)
H (-0.547, 0.489, -1.562)
H (0.807, -1.401, -1.528)
H (0.948, -0.503, -3.004)
H (2.983, -1.127, -1.050)
H (2.677, 0.458, -1.015)
H (-2.474, -0.974, 1.772)
H (2.857, 0.848, 0.466)
H (-1.922, -1.363, 0.082)
H (-2.769, -1.780, -1.952)
O (-2.242, -1.140, -1.399)

natural (NBO) population analysis, charges in e, atoms 1 to 2:
1 C -0.61
2 C -0.03



Among the records above, which one has the highest charge?
C3H4N3